No. 1
20
Properties=species:S:1:pos:R:3:nbo_charge:R:1 method="wB97M-V/def2-TZVPD" de_lowest_ev=0.484 total_charge=+1 lumo_ev=-3.83 fmax_ev_per_a=5.069
C -2.394 0.065 -0.292 0.783
C 0.516 -1.449 1.014 -0.504
C -0.565 -0.479 1.146 -0.102
C -0.296 0.793 0.339 0.075
C 0.946 0.194 -0.989 -0.314
N -1.865 -0.797 0.537 -0.621
N -1.374 1.100 -0.373 -0.674
N 2.274 0.833 -0.841 -0.737
O -3.501 0.181 -0.748 -0.568
S 1.048 -1.616 -0.772 0.219
H 1.436 -1.242 1.612 0.238
H 0.090 -2.427 1.223 0.260
H -0.587 -0.318 2.228 0.247
H 0.244 1.686 0.683 0.207
H 0.474 0.430 -1.922 0.232
H -2.448 -1.605 0.791 0.436
H -1.635 1.782 -1.089 0.443
H 2.832 0.169 -1.432 0.474
H 2.391 0.928 0.196 0.456
H 2.414 1.773 -1.311 0.449


No. 2
19
Properties=species:S:1:pos:R:3:nbo_charge:R:1 method="wB97M-V/def2-TZVPD" de_lowest_ev=2.583 lumo_ev=0.98 smiles=CC[C@H]1[C@H]2C[C@@H]12.O fmax_ev_per_a=0.337
C -0.139 1.513 -1.812 -0.610
C 0.782 0.741 -0.865 -0.410
C 0.298 -0.612 -0.332 -0.209
C 1.165 -1.368 0.620 -0.236
C 1.005 -0.522 1.848 -0.394
C -0.181 -0.963 1.066 -0.264
H -0.394 0.915 -2.695 0.201
H -1.073 1.838 -1.340 0.212
H 0.382 2.410 -2.173 0.213
H 1.089 1.395 -0.042 0.204
H 1.705 0.510 -1.415 0.205
H -0.175 -1.223 -1.109 0.213
H 1.572 -2.364 0.525 0.226
H 1.275 0.534 1.857 0.200
H 1.164 -1.023 2.801 0.218
H -0.983 -1.608 1.401 0.232
O -2.740 0.241 0.677 -0.938
H -1.791 0.269 0.496 0.477
H -2.959 -0.681 0.490 0.459


No. 3
41
Properties=species:S:1:pos:R:3:nbo_charge:R:1 method="wB97M-V/def2-TZVPD" de_lowest_ev=0.096 lumo_ev=0.83 smiles=CCCN(CCC)c1nc(Cl)nc(NCc2ccco2)n1 fmax_ev_per_a=0.881
C -0.692 3.999 -0.776 -0.608
C -0.786 2.899 0.273 -0.407
C -1.604 1.716 -0.252 -0.215
N -1.676 0.616 0.686 -0.389
C -2.891 0.337 1.418 -0.218
C -3.115 1.258 2.628 -0.409
C -3.929 2.506 2.302 -0.606
C -0.600 -0.159 0.844 0.624
N -0.676 -1.205 1.692 -0.591
C 0.410 -1.932 1.750 0.429
Cl 0.356 -3.274 2.808 0.028
N 1.532 -1.762 1.091 -0.577
C 1.518 -0.686 0.282 0.608
N 2.655 -0.423 -0.385 -0.565
C 2.700 0.581 -1.427 -0.268
C 1.976 0.145 -2.664 0.260
C 2.250 -0.831 -3.577 -0.304
C 1.172 -0.829 -4.495 -0.311
C 0.324 0.144 -4.068 0.084
O 0.801 0.737 -2.962 -0.396
N 0.491 0.136 0.131 -0.617
H -0.227 3.618 -1.682 0.207
H -0.095 4.829 -0.405 0.212
H -1.681 4.375 -1.029 0.199
H 0.213 2.537 0.519 0.218
H -1.236 3.292 1.185 0.194
H -1.126 1.352 -1.167 0.227
H -2.623 2.030 -0.482 0.198
H -2.806 -0.694 1.763 0.250
H -3.739 0.415 0.730 0.189
H -3.642 0.692 3.396 0.208
H -2.143 1.538 3.037 0.208
H -3.438 3.120 1.553 0.197
H -4.066 3.108 3.198 0.212
H -4.912 2.228 1.928 0.201
H 3.343 -1.160 -0.374 0.409
H 3.748 0.793 -1.646 0.222
H 2.207 1.478 -1.046 0.240
H 3.111 -1.467 -3.599 0.224
H 1.051 -1.464 -5.349 0.229
H -0.611 0.501 -4.453 0.203